Record 1
CH3N3S | ωB97M-V/def2-TZVPD

Calculated values
2S+1 = 1
highest occupied orbital energy = -8.90 eV
frontier orbital gap = 0.29751 hartree
ΔE to the lowest compared entry with this formula, charge and spin = 49.06 kcal/mol

Cartesian coordinates (Å):
C  2.108  0.447  0.160
N  -1.320  -0.036  -1.475
N  -1.914  -0.424  -0.567
N  -2.409  -0.805  0.408
S  0.628  -0.263  0.517
H  1.933  1.228  -0.559
H  -2.144  -0.157  1.103
H  3.117  0.009  0.413

These are the Mulliken partial charges, in e, on atoms 1 to 2:
1 C -0.32
2 N -0.48

=====

Record 2
C12H36NaO16P4 | ωB97M-V/def2-TZVPD

Calculated values
2S+1 = 1
highest occupied orbital energy = -13.04 eV
frontier orbital gap = 0.41174 hartree
ΔE to the lowest compared entry with this formula, charge and spin = 6.77 kcal/mol
charge = +1

Cartesian coordinates (Å):
Na  -14.425  -18.784  12.845
C  -13.903  -15.727  9.545
O  -14.060  -16.922  8.796
P  -13.258  -18.229  9.254
O  -13.769  -18.847  10.495
O  -13.302  -19.189  7.969
C  -12.721  -18.696  6.760
O  -11.766  -17.700  9.346
C  -10.751  -18.511  9.986
H  -13.491  -14.902  8.966
H  -13.259  -15.827  10.423
H  -14.882  -15.456  9.944
H  -12.617  -17.612  6.738
H  -13.381  -18.947  5.929
H  -11.764  -19.178  6.568
H  -10.114  -17.809  10.518
H  -10.155  -18.970  9.198
H  -11.197  -19.259  10.634
C  -20.025  -19.152  10.872
O  -18.623  -19.269  11.164
P  -17.788  -17.938  11.448
O  -16.369  -18.211  11.692
O  -18.090  -16.942  10.229
C  -17.480  -17.269  8.988
O  -18.576  -17.239  12.614
C  -18.234  -15.897  12.996
H  -20.277  -18.105  10.692
H  -20.618  -19.482  11.724
H  -20.302  -19.719  9.987
H  -18.232  -17.347  8.204
H  -16.831  -18.149  8.977
H  -16.778  -16.496  8.659
H  -18.982  -15.238  12.560
H  -17.237  -15.619  12.651
H  -18.236  -15.792  14.079
C  -13.009  -16.641  16.353
O  -13.889  -15.627  15.832
P  -13.937  -15.306  14.280
O  -14.231  -16.454  13.403
O  -15.029  -14.141  14.190
C  -15.172  -13.203  15.270
O  -12.540  -14.540  14.043
C  -12.366  -13.758  12.852
H  -13.667  -17.387  16.796
H  -12.349  -16.258  17.128
H  -12.407  -17.090  15.565
H  -15.569  -12.291  14.836
H  -14.175  -12.973  15.664
H  -15.738  -13.575  16.121
H  -12.663  -12.729  13.037
H  -12.879  -14.191  11.993
H  -11.304  -13.812  12.616
C  -16.486  -22.192  17.451
O  -15.899  -21.119  16.730
P  -16.569  -20.561  15.401
O  -15.681  -19.629  14.686
O  -16.974  -21.844  14.541
C  -18.009  -21.864  13.582
O  -17.969  -19.969  15.792
C  -18.150  -18.674  16.343
H  -15.852  -23.075  17.536
H  -17.414  -22.544  16.997
H  -16.713  -21.890  18.474
H  -18.799  -22.542  13.940
H  -17.677  -22.308  12.646
H  -18.550  -20.932  13.414
H  -17.220  -18.101  16.378
H  -18.588  -18.792  17.332
H  -18.805  -18.016  15.767

These are the Mulliken partial charges, in e, on atoms 1 to 2:
1 Na 1.11
2 C -0.71